Run a
The following is a DFT calculation (ωB97M-V/def2-TZVPD) of an isolated molecule of C7H10O.

The HOMO energy is -9.5 eV. As for the total charge: 0. As for the LUMO energy: 0.958 eV. As for the structure (SMILES): C=C(C(C)=O)C1CC1.

Geometry (Å):
C: 0.5904 -1.6335 -0.8027
C: 0.0126 -0.5591 -0.2880
C: -1.4593 -0.3108 -0.4811
C: -2.3259 -0.7946 0.6550
O: -1.9052 0.2331 -1.4620
C: 0.7301 0.4741 0.5035
C: 0.9286 1.8512 -0.0693
C: 2.0962 0.9197 0.0829
H: 1.6392 -1.8261 -0.6565
H: 0.0344 -2.3575 -1.3736
H: -1.9199 -0.4945 1.5974
H: -3.3388 -0.4114 0.5422
H: -2.3590 -1.8899 0.6194
H: 0.5336 0.4242 1.5706
H: 0.8516 2.6956 0.6064
H: 0.5489 2.0446 -1.0615
H: 2.8299 1.1340 0.8404
H: 2.5126 0.5009 -0.8230

Atomic partial charges in e from the natural (NBO) method, atoms 1 to 4: atom 1 (C): -0.366, atom 2 (C): -0.086, atom 3 (C): 0.581, atom 4 (C): -0.716

***

Run b
The following is a DFT calculation (ωB97M-V/def2-TZVPD) of an isolated molecule of C7H10O.

The HOMO energy is -8.5 eV. As for the total charge: 0. As for the LUMO energy: 0.921 eV. As for the structure (SMILES): CC1(C)C=C2C[C@@H]2O1.

Geometry (Å):
C: 1.1894 0.1917 1.6588
C: 0.4969 -0.3462 0.4631
C: 1.3006 -1.4013 -0.3067
C: 0.3369 1.1276 -0.6890
C: -0.8897 0.8964 -1.1501
C: -2.3169 1.0195 -0.7918
C: -1.5463 -0.2484 -0.4986
O: -0.8538 -0.6513 0.6409
H: 0.7639 1.2515 1.9369
H: 2.1762 0.4939 1.3667
H: 1.3603 -0.5644 2.4936
H: 2.3435 -1.1904 -0.3203
H: 0.8860 -1.3807 -1.3866
H: 1.1425 -2.3959 0.1132
H: 1.0319 1.9469 -0.8133
H: -2.6088 1.7332 -0.1368
H: -3.0512 0.7969 -1.4979
H: -1.7615 -1.2791 -1.0821

Atomic partial charges in e from the natural (NBO) method, atoms 1 to 4: atom 1 (C): -0.659, atom 2 (C): 0.328, atom 3 (C): -0.660, atom 4 (C): -0.190

***

Stability ranking, top and bottom: run a is the most stable and run b is the least stable.

***

Run a
The following is a DFT calculation (ωB97M-V/def2-TZVPD) of an isolated ion of composition C4H8NO2 and charge -1.

The HOMO energy is -2.7 eV. As for the total charge: -1. As for the LUMO energy: 3.667 eV. As for the structure (SMILES): O=CCCNC[O-].

Geometry (Å):
O: 0.7320 3.4513 -0.6512
C: 0.8434 2.2565 -0.7910
C: -0.0693 1.2505 -0.1813
C: 0.3321 -0.2057 -0.4121
N: -0.7642 -1.1080 -0.1763
C: -0.5067 -2.0540 0.9912
O: -0.5694 -1.4835 2.1738
H: 1.6635 1.9060 -1.4588
H: -0.2035 1.4231 0.8797
H: -1.0058 1.3237 -0.7465
H: 1.1764 -0.5007 0.2149
H: 0.7280 -0.2874 -1.4340
H: -1.6039 -0.6032 0.0775
H: -1.2421 -2.8839 0.8090
H: 0.4895 -2.4846 0.7051

Atomic partial charges in e from the natural (NBO) method, atoms 1 to 4: atom 1 (O): -0.559, atom 2 (C): 0.458, atom 3 (C): -0.542, atom 4 (C): -0.203

***

Run b
The following is a DFT calculation (ωB97M-V/def2-TZVPD) of an isolated ion of composition C4H8NO2 and charge -1.

The HOMO energy is -3.9 eV. As for the total charge: -1. As for the LUMO energy: 3.863 eV. As for the structure (SMILES): NCCCC(=O)[O-].

Geometry (Å):
N: -1.9291 -0.5741 0.8443
C: -1.5664 -0.0562 -0.4908
C: -0.0055 0.0559 -0.8094
C: 0.8792 0.0089 0.3939
C: 2.4160 0.1673 0.0864
O: 2.7083 0.4114 -1.1015
O: 3.1953 0.0203 1.0504
H: -2.3645 0.2013 1.3232
H: -1.1055 -0.7900 1.3912
H: -2.0281 0.9351 -0.5577
H: -1.9702 -0.6838 -1.2913
H: 0.1854 -0.6583 -1.6021
H: 0.0318 1.0396 -1.2777
H: 0.7035 0.8448 1.0723
H: 0.8497 -0.9222 0.9688

Atomic partial charges in e from the natural (NBO) method, atoms 1 to 4: atom 1 (N): -0.856, atom 2 (C): -0.209, atom 3 (C): -0.398, atom 4 (C): -0.552

***

Stability ranking, top and bottom: run b is the most stable and run a is the least stable.

***

Run a
The following is a DFT calculation (ωB97M-V/def2-TZVPD) of an isolated molecule of C5H8N2.

The HOMO energy is -10.2 eV. As for the total charge: 0. As for the LUMO energy: 0.884 eV. As for the structure (SMILES): CC1(C)N[C@H]1C#N.

Geometry (Å):
C: -0.4807 1.2877 -0.1564
C: -0.2747 -0.2366 -0.1026
C: -1.3705 -1.0977 0.5050
N: 0.4942 -0.8799 -1.1627
C: 1.1598 -0.5930 0.1075
C: 2.0373 0.5576 0.2156
N: 2.7551 1.4518 0.3563
H: -0.0061 1.8165 0.6976
H: -1.5338 1.5427 -0.1910
H: -0.0701 1.7648 -1.0564
H: -2.2858 -1.0409 -0.0971
H: -1.0633 -2.1495 0.5404
H: -1.6103 -0.7676 1.5218
H: 0.7677 -0.2053 -1.8728
H: 1.4812 -1.4505 0.6946

Atomic partial charges in e from the natural (NBO) method, atoms 1 to 4: atom 1 (C): -0.644, atom 2 (C): 0.119, atom 3 (C): -0.610, atom 4 (N): -0.547

***

Run b
The following is a DFT calculation (ωB97M-V/def2-TZVPD) of an isolated molecule of C5H8N2.

The HOMO energy (alpha / beta) is -7.3 / -7.3 eV. As for the total charge: 0. As for the LUMO energy (alpha / beta): 0.541 / 0.514 eV.

Geometry (Å):
C: -1.3194 -1.3402 -0.2289
C: -1.0700 0.0971 -0.5428
C: -0.0460 1.8485 0.5754
N: 0.0551 0.7273 -0.1576
C: 1.3785 0.1491 -0.4369
C: 1.8097 -0.7501 0.6422
N: 2.1192 -1.4936 1.4722
H: -1.5444 -1.4544 0.8440
H: -0.4664 -1.9927 -0.4393
H: -2.1843 -1.7113 -0.7817
H: -1.9055 0.7683 -0.6957
H: 0.6256 2.6891 0.4281
H: -0.8957 1.8992 1.2426
H: 1.3460 -0.4042 -1.3808
H: 2.0976 0.9678 -0.5408

Atomic partial charges in e from the natural (NBO) method, atoms 1 to 4: atom 1 (C): -0.673, atom 2 (C): -0.069, atom 3 (C): -0.334, atom 4 (N): -0.299

***

Stability ranking, top and bottom: run a is the most stable and run b is the least stable.

***

Run a
The following is a DFT calculation (ωB97M-V/def2-TZVPD) of an isolated molecule of C5H8N2.

The HOMO energy is -8.0 eV. As for the total charge: 0. As for the LUMO energy: 0.153 eV.

Geometry (Å):
C: 2.3410 -0.5445 0.2189
N: 0.9826 -0.0410 0.0128
C: 0.7308 1.2616 -0.4029
C: -0.6189 1.4822 -0.5465
C: -1.1128 0.0907 -0.3070
C: -2.4202 -0.2538 0.3790
N: -0.0269 -0.7801 0.1418
H: 2.7271 -0.0246 1.1106
H: 2.9187 -0.2404 -0.6917
H: 2.2729 -1.6504 0.3152
H: 1.6081 1.8916 -0.4811
H: -1.1908 -0.1517 -1.3920
H: -3.2497 0.2241 -0.1460
H: -2.4192 0.0777 1.4221
H: -2.5427 -1.3413 0.3668

Atomic partial charges in e from the natural (NBO) method, atoms 1 to 4: atom 1 (C): -0.426, atom 2 (N): -0.029, atom 3 (C): -0.258, atom 4 (C): -0.161

***

Run b
The following is a DFT calculation (ωB97M-V/def2-TZVPD) of a 2-piece molecular cluster, C5H8N2 overall.

The HOMO energy (alpha / beta) is -7.1 / -7.1 eV. As for the total charge: 0. As for the LUMO energy (alpha / beta): -0.152 / -0.151 eV.

Geometry (Å):
C: -0.5607 0.5583 -1.3899
C: 1.0785 -1.0862 -0.5131
N: -0.8967 1.6590 -0.7230
C: 1.2156 -2.3299 -0.9658
C: -0.2757 0.8368 2.4160
N: 0.2849 -0.6637 0.4631
C: 0.0777 -0.0350 1.4810
H: -0.2004 2.3808 -0.6010
H: -1.5591 1.5893 0.0415
H: -1.3050 -0.2170 -1.4922
H: 0.2313 0.6234 -2.1193
H: 0.6858 -3.1766 -0.5287
H: 1.8870 -2.5462 -1.7862
H: -0.6254 0.5125 3.3881
H: -0.0378 1.8946 2.3294

Atomic partial charges in e from the natural (NBO) method, atoms 1 to 4: atom 1 (C): 0.024, atom 2 (C): -0.012, atom 3 (N): -0.716, atom 4 (C): -0.583

***

Run c
The following is a DFT calculation (ωB97M-V/def2-TZVPD) of an isolated molecule of C5H8N2.

The HOMO energy is -7.2 eV. As for the total charge: 0. As for the LUMO energy: 0.847 eV. As for the structure (SMILES): CC1=C=C(N)CN1.

Geometry (Å):
C: -0.6026 1.7026 1.6540
C: -0.2088 0.7000 0.6101
C: 0.8616 0.8266 -0.2953
C: 0.7624 -0.3871 -0.9568
N: 1.5569 -0.8087 -1.9812
C: -0.4182 -1.2459 -0.5484
N: -0.9361 -0.4508 0.5345
H: -0.4581 1.2937 2.6615
H: 0.0155 2.5946 1.5445
H: -1.6594 1.9822 1.5629
H: 1.7123 -1.7955 -2.1174
H: 2.3507 -0.2104 -2.1580
H: -1.1272 -1.2816 -1.3822
H: -0.1772 -2.2701 -0.2373
H: -1.7037 -0.7145 1.1291

Atomic partial charges in e from the natural (NBO) method, atoms 1 to 4: atom 1 (C): -0.672, atom 2 (C): 0.297, atom 3 (C): -0.504, atom 4 (C): 0.234

***

Stability ranking, top and bottom: run c is the most stable and run b is the least stable.

***

Run a
The following is a DFT calculation (ωB97M-V/def2-TZVPD) of an isolated molecule of C5H8N2.

The HOMO energy is -10.0 eV. As for the total charge: 0. As for the LUMO energy: 0.890 eV. As for the structure (SMILES): CC1(C)N[C@H]1C#N.

Geometry (Å):
C: -0.6148 1.2949 -0.0564
C: -0.2530 -0.1733 -0.0643
C: -1.2915 -1.0858 0.5502
N: 0.4281 -0.7617 -1.2087
C: 1.1894 -0.5627 0.0305
C: 2.2065 0.4692 0.0686
N: 3.0151 1.2969 0.0693
H: -0.6908 1.6533 0.9761
H: -1.5848 1.4497 -0.5408
H: 0.1347 1.9081 -0.5649
H: -2.1064 -1.2396 -0.1651
H: -0.8732 -2.0671 0.7897
H: -1.7098 -0.6495 1.4627
H: 0.6824 -0.0564 -1.8964
H: 1.4680 -1.4760 0.5494

Atomic partial charges in e from the natural (NBO) method, atoms 1 to 4: atom 1 (C): -0.628, atom 2 (C): 0.120, atom 3 (C): -0.608, atom 4 (N): -0.553

***

Run b
The following is a DFT calculation (ωB97M-V/def2-TZVPD) of an isolated molecule of C5H8N2.

The HOMO energy (alpha / beta) is -8.0 / -7.2 eV. As for the total charge: 0. As for the LUMO energy (alpha / beta): -0.012 / -0.406 eV.

Geometry (Å):
C: 1.1181 -1.3367 0.4438
C: 0.5685 0.0609 0.3820
C: -0.3493 0.5453 -0.7425
C: -0.2828 -0.3534 -1.7906
N: 0.3275 -0.9426 -2.6620
N: -0.8526 0.1065 0.5946
C: -1.2491 1.3265 1.3131
H: 0.3449 -2.1227 0.4243
H: 1.8704 -1.5534 -0.3248
H: 1.6328 -1.4146 1.4078
H: 1.3482 -0.7990 -2.5400
H: -0.4322 1.5863 -1.0483
H: -0.6081 2.1817 1.0538
H: -1.1397 1.1605 2.3888
H: -2.2965 1.5546 1.1000

Atomic partial charges in e from the natural (NBO) method, atoms 1 to 4: atom 1 (C): -0.695, atom 2 (C): 0.048, atom 3 (C): -0.286, atom 4 (C): 0.460

***

Stability ranking, top and bottom: run a is the most stable and run b is the least stable.

***

Run a
The following is a DFT calculation (ωB97M-V/def2-TZVPD) of a 2-piece molecular cluster, C6H16N2 overall.

The HOMO energy is -7.3 eV. As for the total charge: 0. As for the LUMO energy: -1.891 eV.

Geometry (Å):
N: 2.3175 -0.9825 -1.3455
C: 2.8173 -0.2297 -0.1748
C: 1.6437 -0.1152 0.8193
N: 0.4913 0.7423 0.4685
C: -3.3005 1.0304 -0.3492
C: -1.7119 1.1572 -0.4062
C: -0.8395 0.1327 0.3662
C: -0.5214 -1.1498 -0.2946
H: 1.7672 -1.9866 1.4973
H: 2.9075 -1.8594 -1.5031
H: 3.1152 0.7892 -0.4510
H: 3.7420 -0.5839 0.3783
H: 2.0199 0.4404 1.6463
H: 1.3213 -1.1430 1.1096
H: 0.5236 1.7461 0.7747
H: -3.5752 2.0404 -0.5837
H: -3.6317 0.3452 -1.2004
H: -3.7171 0.7989 0.6063
H: -1.5016 1.1541 -1.4364
H: -1.3841 2.1478 -0.0600
H: -1.2635 0.0129 1.4015
H: -0.4368 -1.9488 0.5450
H: -1.2988 -1.4806 -0.9842
H: 0.5157 -1.0580 -0.8240

Atomic partial charges in e from the natural (NBO) method, atoms 1 to 4: atom 1 (N): -0.675, atom 2 (C): -0.289, atom 3 (C): -0.134, atom 4 (N): -0.574

***

Run b
The following is a DFT calculation (ωB97M-V/def2-TZVPD) of an isolated molecule of C6H16N2.

The HOMO energy is -8.8 eV. As for the total charge: 0. As for the LUMO energy: 1.078 eV. As for the structure (SMILES): CCCCNCCN.

Geometry (Å):
C: 2.1935 -1.0105 2.5624
C: 2.3126 0.0648 1.4442
C: 1.9794 -0.5648 0.0443
C: 0.5461 -0.9730 -0.1150
N: -0.2311 0.1925 -0.5262
C: -1.5248 -0.2859 -0.8250
C: -2.2421 0.7257 -1.7652
N: -2.9074 1.8197 -1.0124
H: 2.5610 -0.6101 3.4648
H: 1.1935 -1.2690 2.8155
H: 2.8277 -1.9527 2.3493
H: 3.2253 0.5630 1.3876
H: 1.5909 0.8725 1.5454
H: 2.6139 -1.4773 -0.0514
H: 2.1406 0.1347 -0.8041
H: 0.1787 -1.3432 0.8753
H: 0.4737 -1.8512 -0.8565
H: -0.4066 1.0087 0.2414
H: -2.3533 -0.6081 -0.0646
H: -1.4517 -1.3003 -1.3373
H: -1.6520 1.1834 -2.5550
H: -2.9728 0.0811 -2.3030
H: -3.3398 2.4776 -1.6671
H: -2.2484 2.2692 -0.3446

Atomic partial charges in e from the natural (NBO) method, atoms 1 to 4: atom 1 (C): -0.615, atom 2 (C): -0.394, atom 3 (C): -0.404, atom 4 (C): -0.221

***

Stability ranking, top and bottom: run b is the most stable and run a is the least stable.